Entry from the Open Molecules 2025 dataset: 11 unconnected molecules or ions with the total composition C55H124B4F16N7O4 (ωB97M-V/def2-TZVPD).

Computed properties:
Highest occupied orbital energy ... -0.555 hartree
Frontier orbital gap ... 8.48 eV
Charge ... +3
Maximum force ... 5.01 eV/Å

Last column: Mulliken charge in e.
Positions of all 210 atoms, in Å:
C1 -11.184 5.093 25.488  -0.4835
C2 -9.933 4.351 25.251  2.6232
C3 -10.034 2.864 25.573  -0.9606
C4 -8.974 1.951 25.057  -0.3058
C5 -8.980 2.245 23.518  -1.6215
C6 -8.569 3.629 23.136  1.7564
N1 -9.553 4.504 23.771  0.6399
O1 -10.110 5.409 23.255  0.5940
C7 -8.687 3.863 21.615  -2.0196
C8 -7.155 3.976 23.677  -0.6470
C9 -8.736 5.039 26.068  -0.7467
H1 -11.903 4.891 24.753  0.0054
H2 -10.969 6.151 25.511  -0.7662
H3 -11.615 4.740 26.409  -0.1548
H4 -10.965 2.403 25.247  0.3883
H5 -10.068 2.824 26.688  -0.2510
H6 -9.413 0.947 25.099  0.5555
H7 -7.994 2.147 25.485  -0.2810
H8 -10.008 2.118 23.193  0.3352
H9 -8.334 1.559 23.007  0.4771
H10 -7.965 3.229 21.135  0.5482
H11 -8.523 4.897 21.353  0.2691
H12 -9.631 3.566 21.245  0.4297
H13 -6.405 3.715 22.874  0.5462
H14 -6.927 3.467 24.581  -0.2673
H15 -7.024 5.101 23.840  -0.0905
H16 -9.230 5.406 26.964  0.2204
H17 -8.435 5.966 25.501  -0.0520
H18 -7.906 4.437 26.266  0.1938
C10 -7.840 9.032 18.772  -1.7936
C11 -9.176 9.671 18.348  1.1610
C12 -9.857 8.830 17.218  -0.9607
C13 -10.457 7.610 17.832  -0.7627
C14 -11.461 8.010 18.892  -1.0974
C15 -11.040 8.849 20.064  1.9975
N2 -10.019 9.858 19.627  0.8500
O2 -9.845 10.777 20.262  -0.3940
C16 -10.214 7.993 21.059  -0.2251
C17 -12.252 9.588 20.664  -1.6900
C18 -8.808 11.131 17.991  -1.7698
H19 -7.330 9.406 19.666  0.3777
H20 -7.182 9.141 17.914  0.5247
H21 -7.861 7.957 18.919  0.4285
H22 -9.066 8.550 16.538  0.4494
H23 -10.643 9.408 16.749  0.3705
H24 -9.652 6.964 18.175  0.2685
H25 -10.986 7.003 17.080  0.4147
H26 -11.964 7.140 19.364  0.3443
H27 -12.266 8.638 18.397  0.4817
H28 -10.279 8.513 22.016  -0.5830
H29 -9.130 7.917 20.656  0.1620
H30 -10.661 6.957 21.068  0.0140
H31 -12.750 10.175 19.895  0.5305
H32 -11.739 10.344 21.333  0.4693
H33 -12.967 8.956 21.204  0.0777
H34 -9.766 11.696 17.798  0.4373
H35 -8.344 11.160 17.003  0.4274
H36 -8.162 11.682 18.609  0.4463
C19 -14.550 4.599 26.634  -0.6592
C20 -14.956 3.397 25.761  -0.1135
C21 -15.960 3.794 24.683  -0.4621
N3 -16.592 2.671 23.889  0.4178
C22 -15.564 1.689 23.362  -0.4043
C23 -15.996 0.683 22.323  -0.8849
C24 -16.697 1.339 21.111  -0.6891
C25 -17.822 2.216 21.665  -0.8816
C26 -17.208 3.220 22.596  -0.4388
C27 -17.585 1.961 24.675  -1.1152
H37 -13.997 5.304 25.989  -0.2678
H38 -13.807 4.234 27.289  0.1985
H39 -15.287 5.122 27.252  0.7378
H40 -15.270 2.531 26.363  0.4349
H41 -14.060 3.024 25.265  0.0472
H42 -15.335 4.443 24.011  -0.3244
H43 -16.812 4.367 25.022  0.5079
H44 -14.708 2.181 22.894  0.0771
H45 -15.104 1.265 24.235  0.6523
H46 -15.003 0.390 22.029  0.4159
H47 -16.553 -0.150 22.680  0.3555
H48 -15.982 1.967 20.630  0.3138
H49 -17.032 0.585 20.413  0.4140
H50 -18.335 2.810 20.923  0.4357
H51 -18.559 1.528 22.062  0.3303
H52 -16.350 3.656 22.111  0.1805
H53 -17.930 3.998 22.825  0.5845
H54 -17.976 1.094 24.193  0.4536
H55 -18.327 2.627 24.813  0.4646
H56 -17.170 1.623 25.589  0.3124
C28 -3.073 -1.294 29.093  -1.3712
C29 -2.408 -0.817 27.724  -0.3156
C30 -2.057 0.648 27.856  -0.3504
N4 -1.015 1.201 26.875  0.1757
C31 -1.002 2.654 26.954  -0.8078
C32 -2.242 3.156 26.261  0.4738
C33 -2.505 2.826 24.889  -0.7803
C34 -2.570 1.294 24.780  -0.3567
C35 -1.293 0.767 25.462  -0.9360
C36 0.302 0.678 27.320  -0.8366
H57 -3.950 -0.714 29.434  0.2477
H58 -2.385 -1.282 29.923  0.3933
H59 -3.478 -2.287 29.023  0.4435
H60 -3.091 -0.935 26.866  0.3276
H61 -1.519 -1.459 27.594  0.3396
H62 -1.623 0.963 28.815  0.4190
H63 -2.968 1.161 27.679  0.0066
H64 -1.022 2.944 28.025  0.3625
H65 -0.014 2.954 26.505  0.3730
H66 -3.060 2.881 26.971  -0.3542
H67 -2.198 4.252 26.256  0.4157
H68 -3.467 3.212 24.528  0.1935
H69 -1.719 3.083 24.230  0.4066
H70 -3.412 0.867 25.302  0.0164
H71 -2.547 1.029 23.720  0.5190
H72 -1.307 -0.362 25.531  0.4975
H73 -0.485 1.142 24.897  0.5145
H74 0.233 -0.405 27.585  0.3118
H75 0.651 1.242 28.235  0.3686
H76 1.078 0.877 26.594  0.4135
C37 -15.247 4.780 30.864  -1.3617
C38 -14.423 3.571 31.348  -0.3300
C39 -13.203 3.845 32.206  0.0902
N5 -12.512 2.645 32.952  0.0411
C40 -12.025 1.568 32.041  -0.9936
C41 -11.041 2.042 31.063  0.5525
C42 -9.713 2.531 31.825  -0.9858
C43 -10.187 3.643 32.832  0.3828
C44 -11.299 3.187 33.746  -0.7083
C45 -13.511 2.155 33.917  -1.0032
H77 -14.508 5.410 30.368  0.1178
H78 -15.732 5.273 31.641  0.4535
H79 -15.910 4.509 30.098  0.4389
H80 -14.097 3.077 30.447  0.2403
H81 -15.113 2.846 31.705  0.4173
H82 -13.480 4.510 33.008  0.5670
H83 -12.601 4.455 31.560  -0.4866
H84 -12.916 1.054 31.669  0.5556
H85 -11.475 0.848 32.662  0.3860
H86 -11.449 2.833 30.425  -0.6122
H87 -10.916 1.229 30.279  0.4921
H88 -8.950 2.932 31.183  0.3199
H89 -9.247 1.642 32.266  0.4547
H90 -10.423 4.405 32.150  -0.3576
H91 -9.359 4.015 33.499  0.4588
H92 -11.763 3.980 34.381  0.4158
H93 -10.962 2.325 34.375  0.3773
H94 -13.004 1.389 34.539  0.4221
H95 -14.408 1.723 33.461  0.3734
H96 -13.729 3.001 34.548  0.4207
C46 -12.003 9.702 28.268  -0.7631
N6 -12.665 9.292 27.119  0.8199
C47 -13.438 8.093 27.367  -0.8784
C48 -13.548 10.384 26.746  -1.0187
C49 -11.746 8.921 25.949  0.1745
C50 -11.034 10.112 25.353  -0.3710
O3 -10.026 10.599 26.220  -0.5899
H97 -11.088 9.123 28.408  0.2176
H98 -12.685 9.688 29.078  0.5246
H99 -11.556 10.693 28.205  0.2967
H100 -13.955 8.191 28.294  0.4693
H101 -12.744 7.249 27.424  0.0053
H102 -14.098 7.931 26.489  0.3728
H103 -14.043 10.162 25.761  0.2451
H104 -12.919 11.291 26.706  0.4935
H105 -14.293 10.500 27.523  0.4153
H106 -12.311 8.333 25.301  0.7327
H107 -10.904 8.335 26.375  -0.9143
H108 -11.756 10.892 25.132  0.4905
H109 -10.501 9.760 24.454  -0.2660
H110 -9.253 10.733 25.629  0.3939
C51 -7.053 5.737 29.061  -0.3611
N7 -6.597 7.091 29.482  0.4890
C52 -6.450 7.108 30.984  -0.9071
C53 -5.307 7.380 28.880  -0.8946
C54 -7.666 8.089 29.082  -1.2566
C55 -7.832 8.331 27.567  1.7655
O4 -6.943 9.244 27.060  -0.7810
H111 -8.042 5.602 29.352  -0.1539
H112 -6.406 4.941 29.425  0.5808
H113 -6.986 5.632 27.990  -0.0441
H114 -5.737 6.383 31.269  0.3843
H115 -7.394 6.746 31.277  0.3533
H116 -6.208 8.107 31.369  0.3386
H117 -5.394 7.187 27.853  0.3663
H118 -4.481 6.765 29.164  0.3470
H119 -5.013 8.458 28.967  0.2882
H120 -7.259 9.039 29.482  0.5932
H121 -8.624 7.799 29.487  0.1383
H122 -8.836 8.729 27.456  -0.3856
H123 -7.696 7.328 27.183  -0.3003
H124 -6.762 8.951 26.123  0.4934
B1 -10.944 5.703 29.449  -0.9100
F1 -10.138 4.644 28.990  -0.0303
F2 -10.540 6.038 30.776  -0.2951
F3 -10.677 6.849 28.611  0.2600
F4 -12.268 5.431 29.357  -0.0317
B2 -13.332 5.574 22.538  -0.3023
F5 -12.529 4.355 22.709  -0.4069
F6 -14.342 5.151 21.692  -0.2366
F7 -14.029 6.056 23.722  -0.3915
F8 -12.611 6.614 22.046  0.3568
B3 -8.223 7.995 23.762  -0.0566
F9 -7.129 7.774 24.650  -0.3830
F10 -9.383 7.649 24.468  0.2153
F11 -8.192 9.362 23.410  -0.2435
F12 -8.161 7.110 22.653  -0.4684
B4 -5.884 2.563 27.334  0.1645
F13 -7.270 2.438 27.592  -0.0892
F14 -5.076 1.826 28.267  -0.3046
F15 -5.550 1.949 26.085  -0.4933
F16 -5.377 3.931 27.325  -0.4929